No. 1
The following is a DFT calculation (ωB97M-V/def2-TZVPD) of a single C3H6Si molecule in a non-equilibrium geometry.

Geometry as XYZ:
```
10
Properties=species:S:1:pos:R:3:forces:R:3:lowdin_charge:R:1
C -2.768 -0.348 0.409 -3.81 -2.10 0.48 0.0802
C -1.707 -0.011 0.016 0.98 0.55 -0.11 -0.3188
C -0.488 0.554 -0.409 2.07 1.12 -3.59 -0.4201
Si 1.163 -0.322 0.045 -2.75 -1.53 1.19 0.6573
H -3.764 -0.841 0.527 1.63 0.99 0.13 0.0549
H -0.396 1.629 -0.072 -0.11 -1.10 -0.52 0.0882
H -0.462 0.531 -1.633 -0.25 0.45 2.79 0.1280
H 1.922 -1.117 -0.892 -0.14 -0.47 -0.73 -0.1005
H 0.644 -1.175 1.208 0.83 0.34 -0.51 -0.0474
H 2.037 0.681 0.386 1.53 1.74 0.87 -0.1218
```
Positions in Å, forces in eV/Å.

Summary:
Energy above the lowest of the compared OMol25 structures with the same formula, charge and spin   0.973 eV
HOMO-LUMO gap   0.3883 hartree
Multiplicity   1
E_LUMO   1.004 eV
Total charge   0
SMILES   C#CC[SiH3]
Highest occupied orbital energy   -9.564 eV
E_tot   -11082.6727 eV
Molar mass   70.17 g/mol

---

No. 2
The following is a DFT calculation (ωB97M-V/def2-TZVPD) of a single C3H6Si molecule in a non-equilibrium geometry.

Geometry as XYZ:
```
10
Properties=species:S:1:pos:R:3:forces:R:3:lowdin_charge:R:1
C -0.713 1.466 1.723 2.39 -3.66 -3.64 -0.0123
C 0.121 0.710 0.831 -1.09 0.59 -1.11 -0.0562
C 0.870 -0.007 -0.195 -3.79 3.87 5.71 -0.3518
Si 0.195 -1.123 -1.428 0.60 -2.07 -0.41 0.5613
H -1.182 2.425 1.576 0.88 0.56 -0.70 0.0313
H -1.301 0.958 2.471 0.57 -0.68 0.38 0.0275
H 1.864 -0.073 0.091 2.08 -0.01 0.30 0.0009
H 1.190 -1.192 -2.635 -1.03 0.04 0.95 -0.0580
H -1.120 -0.610 -1.686 -0.75 0.06 -0.58 -0.0909
H 0.076 -2.554 -0.747 0.15 1.30 -0.89 -0.0519
```
Positions in Å, forces in eV/Å.

Summary:
Energy above the lowest of the compared OMol25 structures with the same formula, charge and spin   1.667 eV
HOMO-LUMO gap   0.3789 hartree
Multiplicity   1
E_LUMO   0.687 eV
Total charge   0
SMILES   C=C=C[SiH3]
Highest occupied orbital energy   -9.624 eV
E_tot   -11081.9787 eV
Molar mass   70.17 g/mol

---

No. 3
The following is a DFT calculation (ωB97M-V/def2-TZVPD) of a molecular structure, C3H7AsCl4F6OY in a non-equilibrium geometry.

Geometry as XYZ:
```
23
Properties=species:S:1:pos:R:3:forces:R:3:lowdin_charge:R:1
Y 17.360 17.627 -14.517 0.13 -1.62 -5.79 1.9512
C 15.744 17.514 -17.643 -0.19 -0.06 0.08 -0.1914
O 16.762 17.394 -16.675 1.09 0.36 4.65 -0.4591
H 15.119 16.615 -17.679 0.03 0.06 0.25 0.0799
H 15.118 18.373 -17.383 -0.10 -0.05 -0.41 0.0542
H 16.181 17.596 -18.641 0.08 0.32 0.12 0.0932
As 20.338 15.039 -14.802 1.42 -2.36 1.49 0.7927
F 20.111 15.805 -13.214 0.07 0.16 -0.41 -0.2928
F 21.729 14.171 -14.325 -0.37 0.48 -0.30 -0.1909
F 20.182 14.390 -16.382 0.12 0.71 0.38 -0.1966
F 18.798 16.032 -15.116 -2.13 1.81 -0.10 -0.4075
F 21.240 16.410 -15.317 -0.55 -0.11 -0.08 -0.2177
F 19.305 13.753 -14.227 0.03 0.90 -0.29 -0.2388
C 15.896 21.316 -16.710 0.28 0.69 -0.68 -0.9383
Cl 15.293 22.938 -16.512 0.00 -0.15 0.31 0.6226
Cl 15.974 20.426 -15.118 0.01 -0.46 0.50 0.4666
H 15.239 20.813 -17.409 0.06 -0.45 0.30 0.0330
H 16.919 21.381 -17.062 0.00 -0.22 0.00 0.0397
C 15.005 13.342 -19.748 -0.36 -0.48 0.07 -1.0077
Cl 15.176 11.753 -18.956 -0.09 0.25 -0.21 0.4975
Cl 13.510 13.481 -20.715 0.39 -0.04 0.26 0.4926
H 14.956 14.068 -18.948 0.07 0.17 -0.11 -0.0045
H 15.854 13.473 -20.404 0.01 0.10 -0.01 0.0221
```
Positions in Å, forces in eV/Å.

Summary:
HOMO-LUMO gap   0.2082 hartree
Multiplicity   1
E_LUMO   -7.178 eV
Total charge   +1
Highest occupied orbital energy   -12.844 eV
E_tot   -133543.0880 eV
Molar mass   478.72 g/mol

---

Number 3 is which compound? C3H7AsCl4F6OY